[1]
The following is a DFT calculation (wB97M-V/def2-TZVPD) of a cluster of 2 separate species, C5H15NO in total in a non-equilibrium geometry.

Cartesian coordinates (Å):
N: 1.832889 -1.507156 0.920627
C: 2.120893 -2.937679 1.076769
C: 0.000000 0.000000 0.000000
C: 4.112268 -0.736710 1.282853
C: 0.714961 -1.344899 -0.012984
C: 2.986880 -0.854002 0.222900
H: 2.979670 -3.084120 1.753269
H: 2.361278 -3.390254 0.100033
H: 1.246275 -3.459310 1.500500
H: 0.618664 0.823634 -0.394316
H: -0.373131 0.286729 0.997579
H: -0.863735 -0.143515 -0.670809
H: 4.637953 -1.693922 1.437755
H: 3.827316 -0.328524 2.267130
H: 4.804871 -0.029745 0.795935
H: -0.036786 -2.136301 0.171427
H: 1.064486 -1.449652 -1.058119
H: 3.413671 -1.394062 -0.644071
H: 2.686927 0.153920 -0.122885
O: 4.854093 2.254025 -4.890361
H: 4.894971 2.567214 -5.822294
H: 4.733140 1.280056 -4.961085

Cartesian forces (eV/Å) of the 3 atoms listed first:
0.2 0.2 -2.0
0.0 0.1 0.2
-0.3 0.1 0.2

Output
Highest occupied orbital energy, eV: -8.83
Lowest unoccupied orbital energy, Eh: 0.0296
SMILES: CCN(C)CC.O
Energy above the lowest of the compared OMol25 structures with the same formula, charge and spin, kcal/mol: 29.3
Net charge: 0
HOMO-LUMO gap, Eh: 0.3541
Total energy, eV: -8965.0863
Max |F|, eV/A: 2.58


[2]
The following is a DFT calculation (wB97M-V/def2-TZVPD) of a cluster of 2 separate species, C5H15NO in total in a non-equilibrium geometry.

Cartesian coordinates (Å):
C: -0.311011 -1.393131 -0.690179
N: 0.113558 -0.015374 -0.917925
C: 1.360678 0.188713 -0.180962
C: -1.410425 1.053659 0.797921
C: -0.858168 1.025758 -0.644741
C: -0.476068 2.381085 -1.226907
H: -1.243995 -1.657842 -1.196707
H: 0.447069 -2.017460 -1.155233
H: -0.474885 -1.637753 0.364758
H: 2.118752 -0.508512 -0.532735
H: 1.246293 0.049176 0.906193
H: 1.726642 1.202879 -0.337291
H: -2.130537 1.867007 0.890167
H: -0.707840 1.156885 1.625195
H: -1.929278 0.105125 0.946172
H: -1.722030 0.744868 -1.257065
H: -1.229845 3.136999 -1.023023
H: 0.494233 2.736295 -0.870553
H: -0.364758 2.311549 -2.309129
H: 1.189706 -1.926135 1.889626
H: 1.472870 -2.740991 3.110617
O: 1.274855 -2.861360 2.168178

Cartesian forces (eV/Å) of the 3 atoms listed first:
-0.4 0.3 -0.5
1.0 0.0 0.4
-0.2 0.2 -0.3

Output
Highest occupied orbital energy, eV: -8.54
Lowest unoccupied orbital energy, Eh: 0.0294
SMILES: CC(C)N(C)C.O
Energy above the lowest of the compared OMol25 structures with the same formula, charge and spin, kcal/mol: 24.4
Net charge: 0
HOMO-LUMO gap, Eh: 0.3432
Total energy, eV: -8965.3026
Max |F|, eV/A: 1.21


[3]
The following is a DFT calculation (wB97M-V/def2-TZVPD) of a cluster of 2 separate species, C5H15NO in total in a non-equilibrium geometry.

Cartesian coordinates (Å):
C: 3.163417 -0.807181 -0.419223
C: 2.295909 -1.523385 0.627003
C: 1.036336 -0.663259 0.957641
C: -0.032036 -0.490760 -0.136139
C: -0.512004 0.948475 -0.277043
N: 0.369553 1.777445 -1.107902
H: 2.786126 -0.705281 -1.430898
H: 4.146332 -1.292943 -0.522129
H: 3.376424 0.200790 -0.046895
H: 2.013426 -2.486244 0.183465
H: 2.838525 -1.765565 1.549613
H: 1.516279 0.208922 1.412646
H: 0.572331 -1.091746 1.869513
H: -0.831358 -1.239945 -0.178127
H: 0.431132 -0.837464 -1.082489
H: -0.425917 1.454860 0.681841
H: -1.510274 0.927763 -0.709301
H: 0.064328 2.713860 -1.308179
H: 0.808114 1.398613 -1.933298
H: -4.668000 -0.021926 0.241650
H: -5.367929 0.864222 1.319018
O: -5.428731 0.521264 0.424208

Cartesian forces (eV/Å) of the 3 atoms listed first:
1.2 0.2 0.9
-1.0 -0.1 -1.3
0.5 -1.5 1.6

Output
Highest occupied orbital energy, eV: -8.87
Lowest unoccupied orbital energy, Eh: 0.0271
SMILES: CCCCCN.O
Energy above the lowest of the compared OMol25 structures with the same formula, charge and spin, kcal/mol: 28.5
Net charge: 0
HOMO-LUMO gap, Eh: 0.3530
Total energy, eV: -8965.1230
Max |F|, eV/A: 2.29


[4]
The following is a DFT calculation (wB97M-V/def2-TZVPD) of a cluster of 2 separate species, C5H15NO in total in a non-equilibrium geometry.

Cartesian coordinates (Å):
C: -0.822612 -1.807020 0.826867
N: 0.389823 -0.957031 0.549052
C: 0.759051 2.421705 -1.050105
C: 1.274793 1.122731 -0.463754
C: 0.077146 0.089570 -0.345314
C: -0.217272 -0.535175 -1.739171
H: -0.531704 -2.401296 1.715387
H: -1.519517 -2.328330 0.126609
H: -1.495933 -1.071296 1.251895
H: 1.273021 -1.403721 0.412371
H: -0.240878 2.210168 -1.423037
H: 1.270352 2.972710 -1.725100
H: 0.594703 3.187263 -0.363578
H: 2.054457 0.723607 -1.027769
H: 1.718315 1.350144 0.554393
H: -0.905585 0.685840 -0.074402
H: -1.110948 -1.151623 -1.667048
H: -0.619556 0.186288 -2.410163
H: 0.584242 -1.030062 -2.210952
H: -0.115738 -0.919291 2.853056
H: -1.441725 -0.316406 2.840626
O: -0.974434 -1.028774 3.370137

Cartesian forces (eV/Å) of the 3 atoms listed first:
0.7 0.4 1.3
-2.3 -0.8 1.4
-2.3 -1.8 1.0

Output
Highest occupied orbital energy, eV: -8.88
Lowest unoccupied orbital energy, Eh: 0.0344
SMILES: CC[C@@H](C)NC.O
Energy above the lowest of the compared OMol25 structures with the same formula, charge and spin, kcal/mol: 57.9
Net charge: 0
HOMO-LUMO gap, Eh: 0.3608
Total energy, eV: -8963.8469
Max |F|, eV/A: 3.64


[5]
The following is a DFT calculation (wB97M-V/def2-TZVPD) of a cluster of 2 separate species, C5H15NO in total in a non-equilibrium geometry.

Cartesian coordinates (Å):
C: -0.204627 -0.235793 -1.132624
C: -0.836674 -1.669767 -1.454219
C: 0.298297 -0.288632 0.260086
N: -0.665456 -0.420134 1.268056
C: -1.778978 0.437034 1.362502
C: 0.089384 -0.354403 2.591643
H: 0.572173 -0.015592 -1.869607
H: -0.974996 0.607474 -1.284437
H: -1.596666 -1.755037 -0.512355
H: -0.026104 -2.409954 -1.365041
H: -1.473661 -2.072109 -2.279613
H: 0.963203 -1.228908 0.325448
H: 1.065724 0.537974 0.391281
H: -2.316371 0.102033 2.258370
H: -1.633350 1.487108 1.589168
H: -2.255877 0.346168 0.417582
H: -0.562430 -1.025297 3.267769
H: 0.139992 0.744416 2.576967
H: 1.151534 -0.705893 2.528493
H: 3.687726 2.244634 -2.429781
H: 3.215246 2.754920 -3.742296
O: 3.141912 2.919754 -2.767392

Cartesian forces (eV/Å) of the 3 atoms listed first:
-2.4 -0.2 -2.7
-1.9 -0.1 2.8
3.0 -0.6 -0.8

Output
Highest occupied orbital energy, eV: -8.25
Lowest unoccupied orbital energy, Eh: 0.0293
SMILES: CCCN(C)C.O
Energy above the lowest of the compared OMol25 structures with the same formula, charge and spin, kcal/mol: 66.5
Net charge: 0
HOMO-LUMO gap, Eh: 0.3325
Total energy, eV: -8963.4750
Max |F|, eV/A: 3.65


[6]
The following is a DFT calculation (wB97M-V/def2-TZVPD) of a cluster of 2 separate species, C5H15NO in total in a non-equilibrium geometry.

Cartesian coordinates (Å):
C: -1.180928 2.398497 -0.175475
C: -0.708864 0.839187 -0.108099
C: -0.562211 0.568942 1.399901
C: 0.173923 -0.620379 1.812794
C: -0.457426 -1.904605 1.102568
N: 0.691559 0.696693 -0.758754
H: -1.871686 2.410779 -1.018179
H: -0.330337 2.984136 -0.566376
H: -1.754587 2.625514 0.761947
H: -1.381385 0.168325 -0.632857
H: -1.660479 0.423228 1.538957
H: -0.132416 1.394922 1.954163
H: 0.006550 -0.884867 2.985154
H: 1.268860 -0.544698 1.713614
H: -0.004461 -1.851510 0.180294
H: -1.565748 -1.817104 0.793509
H: -0.352154 -2.891109 1.628141
H: 0.584684 0.850489 -1.798591
H: 1.318310 1.466892 -0.426060
H: 1.252922 -1.098079 -2.056294
H: 2.331462 -2.218594 -2.199151
O: 1.732823 -1.698128 -2.717141

Cartesian forces (eV/Å) of the 3 atoms listed first:
-0.6 -2.6 -1.0
3.4 2.9 0.2
-1.9 0.2 -1.0

Output
Highest occupied orbital energy, eV: -9.65
Lowest unoccupied orbital energy, Eh: 0.0338
SMILES: CCC[C@@H](C)N.O
Energy above the lowest of the compared OMol25 structures with the same formula, charge and spin, kcal/mol: 44.4
Net charge: 0
HOMO-LUMO gap, Eh: 0.3884
Total energy, eV: -8964.4336
Max |F|, eV/A: 5.34


[7]
The following is a DFT calculation (wB97M-V/def2-TZVPD) of a cluster of 2 separate species, C5H15NO in total in a non-equilibrium geometry.

Cartesian coordinates (Å):
C: 0.065022 0.173817 1.355135
C: 1.492052 -0.031822 0.998353
C: -0.704265 1.268823 0.446420
N: -0.905449 0.904550 -0.940358
C: -0.855860 -0.454479 -1.378777
C: -2.144742 1.619747 -1.346013
H: 0.068872 0.602736 2.483683
H: -0.378277 -0.839934 1.210380
H: 2.119482 0.838461 1.304863
H: 1.899858 -0.829943 1.560596
H: 1.418211 0.068545 -0.070647
H: -0.136731 2.192396 0.512393
H: -1.516282 1.469466 1.043036
H: -1.338953 -0.535101 -2.333472
H: -1.069519 -1.276273 -0.667567
H: 0.278972 -0.674238 -1.391535
H: -2.005484 2.087253 -2.314989
H: -3.150602 1.104895 -1.354885
H: -2.139866 2.444764 -0.692449
H: 3.064474 -2.890049 1.176103
H: 3.295083 -3.771880 -0.117123
O: 2.644004 -3.471736 0.516852

Cartesian forces (eV/Å) of the 3 atoms listed first:
-1.0 1.6 1.7
0.5 3.0 0.0
3.8 -2.5 1.3

Output
Highest occupied orbital energy, eV: -8.14
Lowest unoccupied orbital energy, Eh: 0.0328
SMILES: CCCN(C)C.O
Energy above the lowest of the compared OMol25 structures with the same formula, charge and spin, kcal/mol: 67.5
Net charge: 0
HOMO-LUMO gap, Eh: 0.3320
Total energy, eV: -8963.4308
Max |F|, eV/A: 4.71


[8]
The following is a DFT calculation (wB97M-V/def2-TZVPD) of a cluster of 3 separate species, C5H15NO2 in total in a non-equilibrium geometry.

Cartesian coordinates (Å):
C: 0.463534 -2.791015 -0.625840
C: 0.662405 -1.447154 0.104734
N: -0.687750 1.137039 1.095923
C: -0.253799 0.847749 -0.241474
C: 0.189989 -0.346016 -0.690242
C: -0.350301 2.053338 -1.173043
H: -0.534340 -2.934069 -1.080718
H: 0.626064 -3.571521 0.067027
H: 1.173360 -2.921886 -1.342676
H: 0.099376 -1.506518 1.049861
H: 1.674995 -1.254656 0.431990
H: -0.224611 1.942846 1.415701
H: -0.670705 0.421416 1.706246
H: 0.367629 -0.504704 -1.765682
H: -0.687631 1.773331 -2.191940
H: 0.573854 2.519554 -1.302088
H: -1.055537 2.813208 -0.814812
H: 3.188224 0.496909 0.786140
H: 2.760991 1.729288 0.057439
O: 2.367567 1.005208 0.520606
H: -2.935344 -0.543767 1.155341
H: -3.246171 0.875118 1.810622
O: -3.501810 0.206303 1.026874

Cartesian forces (eV/Å) of the 3 atoms listed first:
-1.7 1.0 1.7
-1.2 -1.6 1.2
-0.3 1.9 -4.0

Output
Highest occupied orbital energy (spin up / spin down), eV: 0.79 / -4.38
2S+1: 2
Lowest unoccupied orbital energy (spin up / spin down), Eh: 0.1310 / 0.1263
<S²>: 0.751
Energy above the lowest of the compared OMol25 structures with the same formula, charge and spin, kcal/mol: 34.3
Net charge: -1
HOMO-LUMO gap (spin up / spin down), Eh: 0.1021 / 0.2872
Total energy, eV: -11010.9958
Max |F|, eV/A: 4.41


[9]
The following is a DFT calculation (wB97M-V/def2-TZVPD) of a cluster of 3 separate species, C5H15NO2 in total in a non-equilibrium geometry.

Cartesian coordinates (Å):
C: 1.976161 0.058478 0.863361
C: 1.079156 -0.965306 1.585958
C: -0.350960 -0.477887 1.800196
C: -1.306822 -0.849761 0.667393
C: -0.940873 -1.154897 -0.568949
N: -1.873248 -1.364988 -1.635154
H: 1.814486 1.112518 1.081029
H: 1.946108 -0.074300 -0.220980
H: 2.980861 -0.152102 1.148584
H: 1.095333 -1.898526 1.027416
H: 1.539267 -1.179488 2.553162
H: -0.782947 -0.915595 2.698843
H: -0.434246 0.608210 1.861122
H: -2.371994 -0.752400 0.853076
H: 0.086680 -1.268545 -0.886631
H: -1.624201 -2.189838 -2.164199
H: -2.797357 -1.495816 -1.247567
H: 0.066038 3.817128 -0.857441
H: 0.898289 2.880077 0.040411
O: 0.256178 3.589503 0.057652
H: -0.571244 0.602873 -2.161174
H: -0.598309 0.984769 -3.654753
O: -0.086353 1.085895 -2.841356

Cartesian forces (eV/Å) of the 3 atoms listed first:
-0.2 -0.6 -0.5
0.2 1.1 0.2
-1.0 -0.7 -0.9

Output
Highest occupied orbital energy, eV: -8.58
Lowest unoccupied orbital energy, Eh: 0.0318
SMILES: CCC/C=C/N.O.O
Energy above the lowest of the compared OMol25 structures with the same formula, charge and spin, kcal/mol: 26.7
Net charge: 0
HOMO-LUMO gap, Eh: 0.3471
Total energy, eV: -11012.7901
Max |F|, eV/A: 1.57


[10]
The following is a DFT calculation (wB97M-V/def2-TZVPD) of a cluster of 2 separate species, C5H15NO2 in total in a non-equilibrium geometry.

Cartesian coordinates (Å):
C: 0.243529 1.129119 0.921893
C: -0.491966 0.786847 2.197847
O: 0.080764 -0.310322 2.788745
C: 0.265094 0.066207 -0.069873
N: 0.528063 0.492362 -1.457402
C: -0.598053 1.064376 -2.182788
C: 0.953687 -0.733258 -2.182369
H: 1.384030 1.403430 1.081306
H: -0.040280 1.991780 0.445671
H: -1.480658 0.570737 2.125156
H: -0.290962 1.706176 2.758934
H: 1.047279 -0.309328 2.906501
H: 1.212598 -0.612153 0.054718
H: -0.580358 -0.635106 -0.133105
H: -1.128521 1.854773 -1.548764
H: -0.426819 1.471250 -3.261544
H: -1.385306 0.278467 -2.067774
H: 1.263141 -1.508807 -1.462717
H: 0.164879 -1.179906 -2.978150
H: 1.724961 -0.462671 -2.832716
H: -0.327291 -1.793097 1.866301
H: -1.484883 -2.830105 1.708958
O: -0.632928 -2.440771 1.321173

Cartesian forces (eV/Å) of the 3 atoms listed first:
2.6 -0.5 0.8
4.2 2.9 -0.4
1.0 -2.2 1.6

Output
Highest occupied orbital energy, eV: -8.28
Lowest unoccupied orbital energy, Eh: 0.0288
SMILES: CN(C)CCCO.O
Energy above the lowest of the compared OMol25 structures with the same formula, charge and spin, kcal/mol: 75.9
Net charge: 0
HOMO-LUMO gap, Eh: 0.3333
Total energy, eV: -11010.6540
Max |F|, eV/A: 6.13


[11]
The following is a DFT calculation (wB97M-V/def2-TZVPD) of a cluster of 2 separate species, C5H15NO2 in total in a non-equilibrium geometry.

Cartesian coordinates (Å):
C: -1.520778 0.519879 -1.395198
N: -0.145280 0.355745 -1.073297
C: 0.208489 1.000283 0.131711
C: 1.561606 0.275484 0.569615
C: 2.624018 1.257309 0.959836
O: 1.502501 -0.559715 1.726927
C: -2.567676 -0.395898 -0.579436
H: -1.925131 1.552221 -1.376469
H: -1.738039 0.306281 -2.423670
H: 0.540163 0.683109 -1.777723
H: -0.564927 0.784625 0.847422
H: 0.344036 2.043812 0.098102
H: 1.841220 -0.213157 -0.333330
H: 2.222901 1.914140 1.729519
H: 2.930511 1.979855 0.131620
H: 3.549841 0.638783 1.206899
H: 0.615300 -1.082980 1.641954
H: -3.514120 0.177385 -0.449206
H: -2.917816 -1.257652 -1.157108
H: -2.339384 -0.807012 0.430572
H: 0.128978 -3.706233 0.216562
H: -0.466861 -2.411326 0.143989
O: -0.369553 -3.054934 0.730719

Cartesian forces (eV/Å) of the 3 atoms listed first:
-2.5 -0.2 0.0
0.3 0.0 -1.4
1.7 -2.5 1.9

Output
Highest occupied orbital energy, eV: -9.14
Lowest unoccupied orbital energy, Eh: 0.0311
SMILES: CCNC[C@@H](C)O.O
Energy above the lowest of the compared OMol25 structures with the same formula, charge and spin, kcal/mol: 50.8
Net charge: 0
HOMO-LUMO gap, Eh: 0.3668
Total energy, eV: -11011.7441
Max |F|, eV/A: 6.33